(1)
12 unconnected molecules or ions with the total composition C48H92O14 at a distorted geometry. Source: OMol25; level of theory: the ωB97M-V functional and the def2-TZVPD basis.

```
! wB97M-V def2-TZVPD RIJCOSX def2/J DEFGRID3
* xyz 0 1
O 3.500 3.910 -4.150
O 0.105 0.553 -0.605
O 4.653 2.757 1.926
O -2.238 -6.784 -3.103
O -1.300 -1.919 -4.424
O -2.820 3.422 -5.032
O 2.121 -0.332 -0.113
O 2.262 -5.081 1.630
O 6.200 -1.146 1.687
O -5.114 0.990 1.052
O 0.271 -2.828 -3.088
O -2.609 5.675 1.562
O -4.393 -4.557 3.445
O -2.508 1.542 5.616
C -0.881 5.655 0.156
C -2.184 -6.244 -0.814
C 2.174 -2.272 -4.313
C -1.889 -5.004 -1.650
C -0.858 2.471 4.187
C -5.037 3.000 2.162
C 1.692 -2.948 -3.019
C -3.458 2.227 -4.558
C -4.416 1.631 2.141
C 5.477 -0.219 -0.422
C -5.740 1.992 0.217
C -1.212 0.271 -0.145
C 1.995 -5.775 -0.591
C -2.982 2.152 -3.121
C -3.698 -4.402 4.697
C -0.180 -2.277 -4.231
C 0.158 -1.556 0.559
C -1.615 -5.506 -3.086
C 3.812 2.935 0.767
C -2.206 -4.191 2.917
C 7.225 -1.492 0.781
C 1.590 -6.061 0.835
C -0.509 1.069 4.610
C -2.197 -7.401 -1.852
C -2.320 -3.800 4.382
C 3.298 -5.004 -0.388
C -2.010 2.805 5.149
C 3.855 3.031 3.059
C -1.887 0.492 4.897
C 6.643 -1.203 -0.606
C -1.416 4.876 1.414
C 2.916 4.162 2.658
C -5.178 3.354 0.710
C -2.144 5.894 -0.633
C -2.131 4.081 -3.956
C -1.707 2.940 -3.057
C -1.275 -1.208 0.220
C 5.403 -0.121 1.115
C 2.335 2.800 -2.537
C -3.079 6.418 0.450
C 4.102 2.615 -4.058
C 3.503 1.894 -2.822
C 2.557 3.752 1.229
C 2.777 4.187 -2.921
C 2.994 -4.186 0.848
C -3.622 -3.873 2.451
C 0.926 -0.371 -0.031
C 0.978 -2.197 -5.242
H -2.824 3.333 4.646
H -0.771 5.037 2.273
H -2.801 1.168 -2.673
H 0.541 -5.946 1.119
H -1.467 3.824 1.119
H 2.113 -2.382 -2.190
H 7.534 -2.535 0.827
H 2.014 4.163 3.273
H -1.255 4.621 -4.321
H 0.518 -2.502 0.166
H -4.500 1.065 3.073
H 3.761 2.002 -4.894
H 1.131 -5.205 -0.955
H -6.006 2.902 2.657
H 0.108 0.513 3.906
H -3.102 -6.198 -0.229
H 2.454 -3.275 0.546
H -1.307 -8.028 -1.721
H -5.351 1.840 -0.789
H 3.570 4.606 -2.293
H -1.992 0.601 -0.828
H 8.132 -0.887 0.910
H 2.063 -6.695 -1.168
H -1.778 -0.421 5.488
H -1.688 3.342 6.042
H -3.791 2.506 -2.468
H -4.546 2.218 -4.580
H 1.775 2.988 1.157
H -1.416 -3.616 2.420
H 2.012 -3.987 -3.060
H -2.966 1.408 -5.090
H -4.231 -3.693 5.339
H 5.685 0.721 -0.935
H -4.193 3.566 0.280
H -3.842 -2.801 2.497
H -2.372 -2.716 4.483
H -0.275 5.068 -0.548
H -1.573 -1.845 -0.615
H -1.119 2.530 3.124
H 3.574 2.008 0.249
H 0.614 -3.061 -5.813
H 2.913 -2.894 -4.822
H -0.548 -5.678 -3.291
H -1.390 -6.419 -0.084
H 3.317 5.172 2.590
H -6.816 1.962 0.363
H 2.614 -1.297 -4.112
H -3.708 -5.395 5.145
H 3.569 -4.356 -1.230
H 4.519 3.347 3.865
H 2.300 4.580 0.572
H 4.151 1.934 -1.943
H -2.799 4.816 -3.497
H 5.180 2.725 -3.953
H 4.367 -0.231 1.437
H -0.059 3.213 4.260
H 4.496 -0.519 -0.790
H -5.802 4.147 0.298
H -3.348 1.557 1.888
H -1.544 -4.208 5.028
H 4.165 -5.662 -0.312
H 3.320 2.097 3.279
H 0.016 1.255 5.552
H -2.514 4.950 -1.032
H -2.124 6.682 -1.389
H -2.136 -4.997 -3.894
H -1.156 -4.327 -1.210
H 7.376 -0.818 -1.314
H 1.557 2.393 -3.194
H -4.425 3.674 2.771
H 1.910 -7.073 1.112
H -1.379 3.197 -2.049
H 1.935 2.709 -1.523
H -1.381 0.850 0.774
H 5.856 0.800 1.486
H 0.744 -1.330 -5.854
H -0.324 6.562 0.386
H -3.854 -4.272 1.465
H -4.112 6.132 0.244
H 1.919 4.853 -2.985
H 3.899 -3.836 1.353
H 3.252 0.860 -3.044
H 6.201 -2.123 -0.999
H -0.908 2.386 -3.554
H -1.930 -5.237 2.782
H -1.943 -1.373 1.064
H -3.023 -8.068 -1.602
H -3.019 7.501 0.569
H -2.733 -4.338 -1.862
H 4.437 3.623 0.188
H -2.525 0.216 4.047
H 0.344 -1.567 1.636
*
```

Results
ΔE to the lowest compared entry with this formula, charge and spin = 29.0 kcal/mol
HOMO-LUMO gap = 0.3558 hartree
E = -2937.2261 hartree

***

(2)
A molecular structure, C48H98Br24FNO4PS at a distorted geometry. Source: OMol25; level of theory: the ωB97M-V functional and the def2-TZVPD basis.

```
! wB97M-V def2-TZVPD RIJCOSX def2/J DEFGRID3
* xyz 1 1
Br -1.028 11.763 2.974
Br -1.626 5.029 0.742
Br -4.809 1.996 1.202
Br -10.062 -4.254 2.180
Br 5.915 -5.158 1.128
Br -2.739 12.493 6.160
Br -3.346 5.755 7.632
Br -0.834 8.315 6.891
Br -3.753 10.084 -0.099
Br 4.744 -7.910 5.401
Br 6.759 -3.211 -1.880
Br -1.794 -6.448 0.471
Br 2.386 4.480 -3.552
Br -1.803 -3.629 3.595
Br 4.144 6.600 -1.118
Br -3.835 -7.764 3.246
Br -2.225 0.701 3.465
Br 1.452 -9.554 5.571
Br -3.190 12.762 -2.572
Br -8.366 -1.791 4.338
Br 2.439 -3.328 0.994
Br -3.262 5.442 4.006
Br 1.918 -5.566 3.846
Br -4.510 -2.628 1.268
S 4.884 -1.732 -5.435
P 4.436 2.658 -5.260
F 4.071 -0.790 -6.353
O 5.312 2.109 -6.345
O 2.893 0.030 0.206
O 6.190 -1.910 -5.981
O 4.193 -2.939 -5.109
N 5.044 -0.862 -3.929
C 2.824 1.373 -1.882
C -3.925 1.559 3.883
C -8.612 -4.507 3.450
C -2.321 1.242 -3.149
C 2.867 -9.463 6.906
C -3.627 1.151 -2.336
C 3.252 -3.732 -3.447
C 2.727 -4.704 -4.532
C 2.095 0.804 -4.323
C -1.638 -1.573 -1.502
C -0.033 -0.191 -5.270
C 3.535 -8.114 6.911
C -1.263 -7.518 2.010
C 2.167 6.384 -3.176
C 0.376 -4.921 -3.509
C -2.380 -0.433 -0.737
C -3.545 -2.849 3.967
C 2.617 -5.970 2.079
C -0.294 12.399 4.661
C 1.214 -4.566 -4.775
C -0.884 -3.973 -1.482
C 2.094 0.380 -0.914
C 3.824 -0.659 -3.075
C 6.612 -5.769 -0.582
C -3.714 12.016 0.145
C 0.908 -0.122 -4.037
C -2.298 -8.556 2.349
C -4.613 -3.399 3.056
C 7.619 -4.798 -1.132
C -0.128 -3.664 -2.779
C -0.856 5.519 2.461
C 3.202 0.755 -3.251
C -3.704 -0.114 -1.466
C -8.799 -3.660 4.681
C 5.631 0.515 -4.022
C -3.456 7.684 7.853
C -1.469 -0.536 -4.816
C 3.491 7.042 -2.897
C -2.775 8.390 6.711
C -1.124 -2.719 -0.608
C 4.509 1.552 -3.751
C 3.497 -4.856 1.579
C -1.494 4.748 3.586
C -0.971 11.743 5.833
C -5.010 1.129 2.933
C 3.422 -4.395 -2.065
C -2.377 0.703 -4.609
C -4.355 12.733 -1.013
H 1.287 -1.137 -3.858
H 1.710 6.803 -4.070
H -0.390 13.480 4.664
H -8.637 -5.564 3.710
H 4.159 -8.000 7.795
H 2.581 -2.867 -3.418
H -3.751 2.630 3.861
H -0.328 -7.994 1.719
H 3.530 -5.481 -2.142
H 4.266 6.749 -3.599
H -4.454 1.105 -3.057
H 4.277 -0.578 -2.075
H -0.139 -2.417 -0.230
H -1.726 0.443 -0.788
H -0.073 0.799 -5.736
H -4.519 7.915 7.866
H 1.698 -0.496 -1.439
H 2.152 2.208 -2.067
H -3.391 0.488 -4.952
H 0.704 -2.980 -2.563
H 6.276 0.594 -3.141
H 2.638 -4.117 -1.349
H 1.011 -5.535 -2.864
H 4.928 3.919 -4.859
H 3.140 2.857 -5.765
H 0.350 0.178 -3.149
H 1.763 -6.156 1.434
H 3.189 -6.889 2.196
H 5.760 -5.919 -1.239
H -2.078 2.309 -3.234
H 0.201 5.274 2.386
H -0.971 6.594 2.564
H -1.421 -1.167 -3.925
H -3.024 7.922 8.820
H 3.437 -0.733 -0.013
H -4.269 12.200 1.062
H 2.828 -7.292 6.861
H 5.692 -1.429 -3.366
H 4.976 2.191 -2.999
H -2.511 -0.701 0.311
H 3.556 -10.273 6.691
H -1.076 -6.824 2.825
H 3.694 1.736 -1.333
H -3.427 -1.771 3.887
H 3.384 8.124 -2.908
H -2.282 -2.016 -2.269
H -1.107 10.675 5.695
H 3.157 -1.514 -2.970
H -1.470 0.781 -2.642
H -0.916 4.861 4.501
H -2.677 -9.076 1.476
H -4.097 -0.955 -2.044
H -8.114 -3.972 5.467
H -0.781 -3.151 -3.496
H 0.958 -3.555 -5.115
H 8.319 -4.446 -0.382
H -5.021 0.058 2.746
H -9.815 -3.682 5.060
H -5.289 12.279 -1.325
H -5.598 -3.123 3.429
H -4.559 -4.477 2.936
H -3.025 9.450 6.711
H 1.471 6.457 -2.347
H -4.526 13.778 -0.764
H -5.983 1.440 3.305
H 7.086 -6.727 -0.378
H 4.350 -4.026 -1.614
H -1.612 3.692 3.361
H -3.788 2.074 -1.773
H 4.058 -5.173 0.700
H 0.760 12.130 4.632
H -4.161 1.252 4.900
H -1.935 -1.147 -5.598
H -1.825 -4.487 -1.708
H -0.411 11.922 6.749
H 2.555 0.489 -5.269
H 2.961 -5.745 -4.292
H -0.495 -5.506 -3.816
H -2.003 1.501 -5.260
H -0.785 -1.137 -2.036
H -3.019 7.960 5.745
H -1.821 -2.922 0.204
H 4.245 -3.392 -3.770
H -7.689 -4.288 2.921
H 0.943 -5.268 -5.570
H 1.237 0.919 -0.503
H -3.760 -3.112 5.001
H 2.376 -9.647 7.859
H -4.465 0.072 -0.696
H 3.224 -4.484 -5.485
H 0.367 -0.931 -5.969
H -0.286 -4.659 -0.876
H 6.310 0.705 -4.856
H -1.895 -9.279 3.056
H 1.733 1.831 -4.410
H 4.186 -4.490 2.334
H -2.675 12.295 0.290
H 8.169 -5.237 -1.962
*
```

Results
HOMO-LUMO gap = 0.2989 hartree
E = -64858.7379 hartree